Record 1
Molecular formula: C24H20B2F8MnN4O8
Method: DFT, the ωB97M-V functional and the def2-TZVPD basis

ORCA input file:
```
! RIJCOSX wB97M-V def2-TZVPD def2/J DEFGRID3
* xyz 0 6
Mn 3.166 0.651 -0.616
B 4.472 3.108 -0.577
F 3.883 2.479 -1.750
F 3.712 4.167 -0.142
F 4.366 2.037 0.401
F 5.777 3.425 -0.839
B 1.872 -0.910 1.218
F 1.689 -0.828 -0.215
F 3.030 -0.007 1.312
F 0.782 -0.315 1.819
F 2.121 -2.162 1.658
C -1.286 -3.896 0.138
C -2.448 -4.397 -0.443
C -2.784 -5.731 -0.298
C -1.929 -6.554 0.419
C -0.796 -6.058 1.034
C -0.506 -4.704 0.954
N -2.133 -8.009 0.391
O -1.385 -8.700 1.048
O -3.006 -8.430 -0.342
H -1.075 -2.834 0.087
H -3.108 -3.750 -1.003
H -3.721 -6.062 -0.721
H -0.149 -6.766 1.533
H 0.392 -4.357 1.448
C -1.985 4.159 2.376
C -1.377 2.902 2.311
C -0.445 2.623 1.341
C -0.095 3.629 0.441
C -0.703 4.867 0.474
C -1.592 5.156 1.497
N 0.730 3.288 -0.718
O 1.377 2.240 -0.660
O 0.737 4.031 -1.666
H -2.729 4.326 3.143
H -1.738 2.123 2.972
H 0.087 1.681 1.316
H -0.508 5.616 -0.279
H -2.112 6.105 1.468
C -1.723 -0.566 3.646
C -2.855 -0.615 2.847
C -4.032 0.017 3.225
C -4.016 0.696 4.423
C -2.905 0.769 5.245
C -1.751 0.115 4.860
N -5.273 1.314 4.907
O -6.286 1.064 4.282
O -5.216 2.053 5.868
H -0.829 -1.023 3.252
H -2.830 -1.105 1.881
H -4.913 -0.037 2.606
H -2.968 1.278 6.196
H -0.814 0.120 5.402
C 4.115 1.595 -7.165
C 3.177 0.577 -7.327
C 2.570 0.001 -6.221
C 2.864 0.529 -4.980
C 3.761 1.569 -4.795
C 4.446 2.050 -5.895
N 2.287 -0.088 -3.792
O 2.396 0.524 -2.722
O 1.733 -1.147 -3.902
H 4.591 1.914 -8.084
H 2.947 0.159 -8.297
H 1.868 -0.811 -6.328
H 3.911 2.048 -3.837
H 5.163 2.856 -5.825
*
```

Computed properties:
energy = -101968.86178 eV
LUMO energy (alpha / beta) = -1.83 / -1.92 eV
Kohn-Sham gap (alpha / beta) = 8.292 / 8.208 eV
energy relative to the best compared isomer or geometry (same formula, charge and spin) = 0.00 kJ/mol


Record 2
Molecular formula: C24H20Cl2N2Pd
Method: DFT, the ωB97M-V functional and the def2-TZVPD basis

ORCA input file:
```
! RIJCOSX wB97M-V def2-TZVPD def2/J DEFGRID3
* xyz 2 1
Pd -0.161 0.201 -1.201
C -1.706 -3.377 -3.012
C -2.429 -3.936 -1.965
C -2.492 -3.280 -0.747
C -1.822 -2.076 -0.590
N -1.114 -1.559 -1.612
C -1.059 -2.180 -2.797
C -1.797 -1.249 0.617
C -2.534 -1.503 1.769
C -2.464 -0.637 2.850
C -1.660 0.490 2.792
C -0.904 0.769 1.653
C -1.009 -0.098 0.600
H -1.641 -3.857 -3.978
H -2.944 -4.878 -2.099
H -3.054 -3.698 0.075
H -0.479 -1.699 -3.575
H -3.172 -2.375 1.821
H -3.042 -0.843 3.741
H -1.602 1.164 3.636
H -0.257 1.636 1.649
N 0.612 2.068 -0.894
C 1.562 2.440 0.161
C 1.727 3.803 0.356
C 2.625 4.270 1.297
C 3.366 3.351 2.025
C 3.193 1.996 1.821
C 2.272 1.484 0.896
C 2.150 0.016 0.701
C 2.829 -0.865 1.570
C 2.848 -2.236 1.404
C 2.263 -2.818 0.289
C 1.608 -1.987 -0.598
C 1.495 -0.632 -0.343
H 0.997 2.377 -1.790
H -0.229 2.641 -0.779
H 1.153 4.503 -0.240
H 2.754 5.332 1.449
H 4.092 3.691 2.751
H 3.818 1.326 2.387
H 3.336 -0.460 2.431
H 3.342 -2.848 2.147
H 2.319 -3.881 0.103
H 1.145 -2.412 -1.475
Cl -2.737 3.529 -1.842
C -2.944 2.350 -3.117
Cl -1.370 1.548 -3.502
H -3.259 2.824 -4.040
H -3.625 1.572 -2.797
*
```

Computed properties:
energy = -56701.55766 eV
LUMO energy = -7.81 eV
Kohn-Sham gap = 6.680 eV
energy relative to the best compared isomer or geometry (same formula, charge and spin) = 151.65 kJ/mol


Record 3
Molecular formula: C24H20ClEuF3O3PS
Method: DFT, the ωB97M-V functional and the def2-TZVPD basis

ORCA input file:
```
! RIJCOSX wB97M-V def2-TZVPD def2/J DEFGRID3
* xyz 0 7
C 0.421 -0.959 3.729
C 0.371 0.349 3.193
C -0.986 0.672 2.938
H 1.224 1.003 3.040
C -1.783 -0.439 3.329
C -0.914 -1.447 3.845
H -1.207 -2.461 4.107
H 1.333 -1.506 3.939
H -1.356 1.621 2.559
H -2.858 -0.522 3.198
Eu -0.620 -1.739 1.210
Cl -2.968 -2.094 0.099
P -0.123 0.526 -0.544
C -1.376 1.830 -0.537
C -1.006 3.160 -0.792
H 0.045 3.395 -0.950
C -1.987 4.146 -0.877
H -1.691 5.175 -1.119
C -3.328 3.788 -0.672
H -4.094 4.557 -0.750
C -3.709 2.467 -0.373
H -4.767 2.208 -0.222
C -2.723 1.487 -0.285
H -2.967 0.441 -0.062
C 1.522 1.289 -0.452
C 1.840 2.141 0.627
H 1.072 2.392 1.361
C 3.126 2.668 0.739
H 3.361 3.360 1.555
C 4.098 2.315 -0.211
H 5.093 2.749 -0.143
C 3.811 1.414 -1.246
H 4.566 1.144 -1.991
C 2.531 0.874 -1.340
H 2.285 0.158 -2.125
C -0.228 -0.291 -2.169
C -0.620 0.492 -3.264
H -0.877 1.536 -3.097
C -0.643 -0.054 -4.545
H -0.909 0.585 -5.394
C -0.314 -1.409 -4.710
H -0.328 -1.839 -5.711
C 0.035 -2.221 -3.618
H 0.282 -3.283 -3.760
C 0.068 -1.665 -2.339
H 0.313 -2.298 -1.479
F 1.025 -6.081 2.825
C 0.643 -4.791 2.711
F -0.717 -4.698 2.947
F 1.270 -4.019 3.659
S 1.186 -4.173 1.026
O 2.137 -5.093 0.474
O -0.151 -4.105 0.373
O 1.594 -2.756 1.295
*
```

Computed properties:
energy = -91485.13661 eV
LUMO energy (alpha / beta) = -1.68 / 0.12 eV
Kohn-Sham gap (alpha / beta) = 6.954 / 8.785 eV